(1)
C24H45BClN5O6S | wB97M-V/def2-TZVPD

Its charge is 0. For the LUMO energy, the calculation gives -1.343 eV. The orbital gap is 7.53 eV. As for the total energy: -69380.534 eV.

```
83
C24H45BClN5O6S, DFT wB97M-V/def2-TZVPD
C 2.559 1.426 -4.014
B 1.413 1.657 -2.886
O 0.308 2.537 -3.253
C 1.394 1.037 -1.386
C 2.473 1.325 -0.259
C 3.702 2.268 -0.650
C 4.649 2.696 0.569
O 4.203 4.007 1.038
C 4.441 4.190 2.425
O 4.140 5.324 2.903
C 2.271 0.678 1.147
C 1.045 -0.254 1.515
N 0.977 -0.745 2.866
C -0.181 -1.557 3.037
C -1.198 -1.905 1.913
Cl -2.595 -3.024 2.362
N -1.131 -1.427 0.576
C 0.011 -0.569 0.407
C 0.214 0.093 -1.024
S -1.052 -0.274 -2.330
H 2.320 0.547 -4.732
H 3.626 1.353 -3.608
H 2.544 2.368 -4.694
H 0.050 2.352 -4.193
H 3.316 3.208 -1.199
H 4.356 1.704 -1.415
H 4.753 1.913 1.398
H 5.721 2.859 0.156
H 4.849 3.328 3.070
H 3.025 0.903 1.989
H -0.377 -1.989 4.085
H -0.593 -1.299 -3.147
C -4.136 -0.955 -5.911
O -3.693 -1.545 -4.700
C -4.737 -1.893 -3.793
C -5.423 -3.240 -4.099
C -6.399 -3.177 -5.271
N -4.439 -4.299 -4.354
H -5.024 -0.333 -5.767
H -4.332 -1.731 -6.655
H -3.330 -0.328 -6.296
H -4.258 -1.975 -2.813
H -5.467 -1.078 -3.714
H -6.003 -3.518 -3.212
H -5.893 -3.154 -6.238
H -7.047 -4.058 -5.273
H -7.042 -2.295 -5.200
H -3.851 -4.403 -3.528
H -3.796 -3.951 -5.065
C 7.215 6.271 7.495
O 7.420 5.986 6.121
C 6.292 6.241 5.287
C 6.130 7.717 4.870
C 5.572 8.607 5.977
N 7.398 8.285 4.395
H 6.189 6.062 7.811
H 7.473 7.312 7.704
H 7.892 5.642 8.076
H 6.458 5.652 4.380
H 5.375 5.850 5.746
H 5.412 7.745 4.043
H 6.317 8.848 6.738
H 5.226 9.558 5.562
H 4.720 8.132 6.471
H 7.718 7.745 3.593
H 8.102 8.094 5.109
C -5.203 -8.116 1.021
O -4.380 -8.185 -0.132
C -5.022 -7.791 -1.342
C -5.070 -6.267 -1.571
C -6.124 -5.556 -0.727
N -3.762 -5.644 -1.327
H -6.245 -8.361 0.799
H -5.134 -7.123 1.472
H -4.824 -8.834 1.750
H -4.425 -8.233 -2.147
H -6.020 -8.241 -1.414
H -5.336 -6.103 -2.621
H -5.821 -5.444 0.316
H -6.304 -4.549 -1.114
H -7.075 -6.094 -0.751
H -3.081 -6.057 -1.963
H -3.447 -5.951 -0.406
```

(2)
HN2P | wB97M-V/def2-TZVPD

Its charge is 0. For the LUMO energy, the calculation gives 0.046 eV. The orbital gap is 8.16 eV. As for the total energy: -12283.040 eV.

```
4
HN2P, DFT wB97M-V/def2-TZVPD
N 1.798 0.353 0.379
N 0.689 0.306 0.051
P -1.212 0.303 -0.513
H -1.274 -0.962 0.083
```

(3)
C6H15NO10S2V | wB97M-V/def2-TZVPD

As for the expectation value of S²: 3.7551. Its charge is -2. The spin multiplicity is 4. For the LUMO energy (spin up / spin down), the calculation gives 4.560 / 4.525 eV. The orbital gap (spin up / spin down) is 3.90 / 5.87 eV. As for the total energy: -75790.713 eV.

```
35
C6H15NO10S2V, DFT wB97M-V/def2-TZVPD
V -0.240 0.713 -0.168
S 0.310 3.275 0.703
O -0.474 2.147 1.360
O -0.550 4.390 0.342
O 1.422 3.684 1.578
O 0.825 2.566 -0.529
S -2.180 0.881 -2.259
O -1.203 -0.221 -1.902
O -3.595 0.468 -2.196
O -1.841 1.889 -1.204
O -1.885 1.469 -3.585
C 2.323 0.682 -2.343
O 1.655 0.049 -1.266
C 2.409 -0.981 -0.695
C 1.630 -1.583 0.463
N 0.970 -0.524 1.257
C 0.168 -1.023 2.377
C -1.178 -1.571 1.929
O -1.747 -0.739 0.983
C -2.968 -1.213 0.448
H 3.178 1.247 -1.956
H 1.617 1.398 -2.757
H 2.628 -0.065 -3.083
H 3.352 -0.556 -0.316
H 2.612 -1.753 -1.450
H 2.326 -2.126 1.130
H 0.874 -2.308 0.161
H 1.696 0.047 1.682
H -0.005 -0.166 3.027
H 0.690 -1.827 2.922
H -1.833 -1.666 2.817
H -1.118 -2.618 1.576
H -3.353 -0.432 -0.208
H -3.678 -1.387 1.273
H -2.835 -2.143 -0.111
```

(4)
C5H11BNO | wB97M-V/def2-TZVPD

Its charge is +1. For the LUMO energy, the calculation gives -3.656 eV. The orbital gap is 6.81 eV. As for the total energy: -9565.280 eV.

```
19
C5H11BNO, DFT wB97M-V/def2-TZVPD
B 0.224 2.626 1.253
C -1.485 -3.772 -0.311
C -1.566 -2.629 -0.009
C 1.139 3.359 0.344
C -1.353 -1.249 0.460
C 0.059 -0.717 0.002
N 0.464 -1.526 -1.261
O -0.497 2.259 2.213
H -1.513 -4.699 -0.768
H 0.727 4.017 -0.304
H 1.718 2.933 -0.490
H 1.879 3.824 0.841
H -2.025 -0.711 -0.103
H -1.273 -1.030 1.493
H 0.700 -1.053 0.770
H 0.043 -2.426 -1.219
H 0.180 -0.968 -2.069
H 1.423 -1.830 -1.301
H -1.202 2.448 2.833
```

(5)
C4H6O2 | wB97M-V/def2-TZVPD

Its charge is 0. For the LUMO energy, the calculation gives 0.926 eV. The orbital gap is 10.57 eV. As for the total energy: -8337.969 eV.

```
12
C4H6O2, DFT wB97M-V/def2-TZVPD
O 2.354 -1.273 0.540
C 1.257 -0.776 0.608
C 0.416 -0.116 -0.472
C -1.024 -0.509 -0.134
O -1.203 0.639 0.691
C -0.157 1.277 -0.062
H 0.585 -0.912 1.481
H 0.735 -0.304 -1.505
H -1.445 -0.377 -1.128
H -1.396 -1.439 0.312
H 0.501 1.910 0.531
H -0.624 1.882 -0.862
```

(6)
H22O11 | wB97M-V/def2-TZVPD

Its charge is 0. For the LUMO energy, the calculation gives -0.069 eV. The orbital gap is 9.90 eV. As for the total energy: -22880.226 eV.

```
33
H22O11, DFT wB97M-V/def2-TZVPD
O -12.186 5.312 -4.590
H -11.516 5.981 -4.448
H -12.374 4.971 -3.715
O -14.125 5.424 -6.598
H -13.422 5.395 -5.949
H -14.685 4.680 -6.377
O -11.345 8.364 -6.320
H -12.243 8.049 -6.423
H -11.001 8.402 -7.213
O -12.931 8.430 -3.177
H -13.148 7.595 -2.761
H -12.460 8.185 -3.974
O -9.493 10.945 -5.946
H -9.698 10.043 -5.699
H -8.641 10.888 -6.379
O -9.481 6.955 -9.332
H -9.696 6.146 -8.868
H -8.585 6.822 -9.643
O -11.204 5.197 -7.295
H -11.702 5.273 -6.481
H -11.473 4.356 -7.663
O -10.878 9.364 -9.269
H -10.387 8.548 -9.176
H -10.548 9.751 -10.080
O -15.577 7.957 -6.294
H -14.992 7.200 -6.265
H -15.630 8.184 -7.222
O -11.572 11.666 -7.976
H -11.188 11.466 -7.122
H -11.386 10.893 -8.509
O -10.155 6.981 -4.195
H -9.508 7.547 -3.774
H -10.472 7.492 -4.940
```

(7)
C12H27NO3Si | wB97M-V/def2-TZVPD

Its charge is 0. For the LUMO energy, the calculation gives 0.876 eV. The orbital gap is 9.17 eV. As for the total energy: -28393.864 eV.

```
44
C12H27NO3Si, DFT wB97M-V/def2-TZVPD
C 0.291 -2.419 4.749
C -0.774 -1.687 3.951
O -0.867 -2.157 2.642
Si -0.277 -1.174 1.445
C 1.614 -1.257 1.401
C -0.992 -1.857 -0.183
C -0.386 -1.435 -1.479
C -0.337 0.085 -1.506
N 0.437 0.696 -2.623
C 1.865 0.317 -2.863
C 2.406 0.985 -4.087
O 2.202 2.422 -4.015
C 0.849 2.768 -3.843
C 0.297 2.201 -2.559
O -0.804 0.415 1.685
C -2.187 0.662 1.805
C -2.436 2.159 2.005
H 0.332 -2.170 5.790
H 0.118 -3.500 4.694
H 1.306 -2.216 4.314
H -0.552 -0.617 3.918
H -1.772 -1.783 4.410
H 2.029 -2.171 1.747
H 1.997 -0.408 1.998
H 1.991 -1.149 0.377
H -2.039 -1.601 -0.215
H -0.931 -2.928 -0.098
H 0.628 -1.844 -1.645
H -1.010 -1.805 -2.314
H 0.072 0.506 -0.581
H -1.375 0.438 -1.573
H 1.956 -0.760 -3.012
H 2.446 0.526 -1.970
H 1.877 0.576 -4.985
H 3.483 0.801 -4.274
H 0.749 3.876 -3.856
H 0.321 2.411 -4.724
H -0.725 2.509 -2.349
H 0.927 2.548 -1.747
H -2.635 0.071 2.585
H -2.651 0.327 0.874
H -2.190 2.496 3.004
H -3.485 2.453 1.782
H -1.768 2.688 1.329
```

(8)
C27H57N2O10 | wB97M-V/def2-TZVPD

Its charge is +1. For the LUMO energy, the calculation gives -5.394 eV. The orbital gap is 4.93 eV. As for the total energy: -52353.780 eV.

```
96
C27H57N2O10, DFT wB97M-V/def2-TZVPD
C 7.932 5.961 2.230
C 6.709 6.680 2.384
C 5.273 7.520 2.215
N 4.075 6.538 2.178
C 2.774 7.207 2.494
C 1.421 6.223 2.423
C 1.821 4.688 2.003
C 3.369 4.247 1.755
N 4.434 5.271 1.868
H 8.834 5.219 2.416
H 5.171 8.311 3.072
H 5.267 8.028 1.138
H 2.673 8.368 2.752
H 0.327 6.612 2.632
H 0.985 3.859 1.884
H 3.678 3.134 1.460
C -3.285 0.234 -0.896
O -2.480 1.039 -1.750
C -2.313 2.369 -1.250
C -0.952 2.541 -0.571
O -0.857 1.747 0.615
C -0.123 0.544 0.404
H -3.151 -0.812 -1.183
H -2.999 0.343 0.156
H -4.337 0.502 -1.020
H -3.133 2.632 -0.566
H -2.365 3.043 -2.111
H -0.841 3.586 -0.263
H -0.133 2.309 -1.263
H 0.946 0.768 0.373
H -0.421 0.039 -0.519
H -0.318 -0.126 1.244
C -2.092 0.434 -4.642
O -2.224 0.436 -6.059
C -2.776 -0.786 -6.558
C -4.265 -0.632 -6.881
O -5.035 -0.400 -5.697
C -5.365 0.974 -5.526
H -1.928 1.462 -4.310
H -2.992 0.052 -4.148
H -1.230 -0.172 -4.351
H -2.609 -1.607 -5.846
H -2.238 -1.027 -7.480
H -4.629 -1.567 -7.319
H -4.429 0.167 -7.616
H -6.179 1.243 -6.203
H -4.506 1.627 -5.705
H -5.700 1.119 -4.497
C 6.966 0.796 -0.232
O 5.787 1.593 -0.273
C 6.057 2.951 -0.634
C 5.729 3.211 -2.106
O 6.601 2.477 -2.972
C 5.989 1.298 -3.484
H 6.670 -0.256 -0.221
H 7.604 0.966 -1.106
H 7.528 1.014 0.680
H 7.102 3.212 -0.409
H 5.413 3.580 -0.012
H 5.888 4.273 -2.321
H 4.678 2.980 -2.323
H 5.290 1.564 -4.282
H 5.463 0.738 -2.706
H 6.772 0.660 -3.900
C -3.834 -3.704 4.343
O -5.013 -2.907 4.302
C -4.743 -1.549 3.941
C -5.071 -1.289 2.469
O -4.199 -2.023 1.603
C -4.811 -3.202 1.091
H -4.130 -4.756 4.354
H -3.196 -3.534 3.469
H -3.272 -3.486 5.255
H -3.698 -1.288 4.166
H -5.387 -0.920 4.563
H -4.912 -0.227 2.254
H -6.122 -1.520 2.252
H -5.510 -2.936 0.293
H -5.337 -3.762 1.869
H -4.028 -3.840 0.675
C -0.169 -5.017 2.282
O -0.855 -5.580 3.395
C -1.782 -6.598 3.006
C -1.205 -7.995 3.244
O -0.085 -8.249 2.389
C 1.159 -8.085 3.063
H 0.693 -4.459 2.656
H 0.192 -5.787 1.593
H -0.830 -4.328 1.750
H -2.085 -6.468 1.957
H -2.672 -6.474 3.630
H -1.969 -8.740 2.995
H -0.932 -8.137 4.297
H 1.348 -8.952 3.702
H 1.181 -7.173 3.666
H 1.949 -8.021 2.312
```

(9)
C2H18O7 | wB97M-V/def2-TZVPD

As for the expectation value of S²: 0.7504. Its charge is -1. The spin multiplicity is 2. For the LUMO energy (spin up / spin down), the calculation gives 3.033 / 3.074 eV. The orbital gap (spin up / spin down) is 2.81 / 10.56 eV. As for the total energy: -16698.252 eV.

```
27
C2H18O7, DFT wB97M-V/def2-TZVPD
C 15.391 -0.500 -2.083
C 14.154 -1.308 -1.653
O 13.040 -0.912 -2.481
H 16.280 -0.931 -1.624
H 15.298 0.530 -1.740
H 15.458 -0.548 -3.170
H 13.896 -1.072 -0.621
H 14.359 -2.362 -1.842
H 12.736 -0.093 -2.083
O 16.351 -2.992 -4.177
H 15.752 -3.655 -4.520
H 16.726 -3.391 -3.391
O 19.726 -1.514 -2.335
H 19.366 -1.089 -3.112
H 19.217 -2.319 -2.243
O 14.724 -5.612 -7.022
H 14.475 -5.136 -6.230
H 13.998 -5.466 -7.628
O 18.155 -3.808 -1.673
H 18.631 -4.635 -1.751
H 17.918 -3.753 -0.747
O 14.113 -4.554 -4.595
H 13.397 -3.950 -4.402
H 14.160 -5.125 -3.828
O 16.350 -0.672 -5.685
H 16.030 -0.974 -6.534
H 16.263 -1.432 -5.110
```

(10)
C2H13NO5 | wB97M-V/def2-TZVPD

As for the expectation value of S²: 0.7713. Its charge is -1. The spin multiplicity is 2. For the LUMO energy (spin up / spin down), the calculation gives 3.058 / 0.507 eV. The orbital gap (spin up / spin down) is 7.66 / 5.11 eV. As for the total energy: -14011.671 eV.

```
21
C2H13NO5, DFT wB97M-V/def2-TZVPD
O -1.799 -0.587 -0.096
C -2.675 -1.401 0.198
C -3.879 -1.193 0.878
N -0.261 2.758 -0.050
H -2.460 -2.492 0.046
H -4.144 -0.221 1.294
H -4.577 -1.991 1.088
H 0.180 3.672 -0.090
H 0.327 2.115 0.479
H 2.669 0.830 1.781
H 2.073 1.139 -0.117
O 1.966 0.855 1.131
H 2.271 -1.386 -2.303
H 1.860 -1.830 -0.837
O 2.175 -2.138 -1.716
H 2.350 2.079 -1.378
H -0.320 2.433 -1.001
O 2.250 1.129 -1.266
H 1.143 -0.698 0.973
H -0.020 -1.469 0.319
O 0.873 -1.604 0.666
```

(11)
C4H8O | wB97M-V/def2-TZVPD

Its charge is 0. For the LUMO energy, the calculation gives 1.038 eV. The orbital gap is 10.81 eV. As for the total energy: -6324.693 eV.

```
13
C4H8O, DFT wB97M-V/def2-TZVPD
C 1.415 0.535 0.616
C 0.475 -0.086 -0.421
C -0.191 0.982 -1.276
C -0.529 -0.993 0.244
O -1.470 -0.592 0.881
H 1.383 -0.016 1.552
H 1.130 1.548 0.906
H 2.454 0.567 0.289
H 1.028 -0.709 -1.124
H 0.514 1.564 -1.875
H -0.763 1.691 -0.671
H -0.863 0.598 -2.060
H -0.351 -2.082 0.185
```

(12)
C2H4O2S | wB97M-V/def2-TZVPD

Its charge is 0. For the LUMO energy, the calculation gives -0.355 eV. The orbital gap is 9.19 eV. As for the total energy: -17065.633 eV.

```
9
C2H4O2S, DFT wB97M-V/def2-TZVPD
C -0.204 0.346 0.433
C 0.304 -0.451 -0.735
H -0.730 -1.833 1.340
H 0.595 0.614 1.051
H -0.553 1.099 -0.255
H 1.129 1.568 -0.869
O 0.991 0.643 -1.386
O 0.297 -1.613 -0.913
S -1.829 -0.375 1.332
```

(13)
CH15MnO7 | wB97M-V/def2-TZVPD

As for the expectation value of S²: 8.7546. Its charge is +1. The spin multiplicity is 6. For the LUMO energy (spin up / spin down), the calculation gives -6.791 / -6.735 eV. The orbital gap (spin up / spin down) is 6.58 / 6.63 eV. As for the total energy: -46924.567 eV.

```
24
CH15MnO7, DFT wB97M-V/def2-TZVPD
Mn 2.053 -1.816 -1.846
C 1.136 0.472 0.488
O 1.102 -0.651 -0.388
H 1.094 1.355 -0.150
H 0.344 0.452 1.237
H 2.079 0.434 1.035
O 0.250 -2.629 1.526
H -0.458 -2.236 2.069
H 0.519 -1.926 0.920
O -1.963 -0.454 -0.643
H -2.055 -1.101 0.067
H -1.013 -0.310 -0.717
O 2.049 2.363 -3.087
H 1.450 2.829 -2.494
H 2.883 2.838 -3.007
O -1.116 -1.192 3.421
H -0.945 -0.247 3.450
H -1.378 -1.418 4.321
O 0.402 -1.069 -3.163
H 0.386 -0.933 -4.120
H -0.329 -0.533 -2.820
O -2.398 2.111 1.552
H -1.635 1.567 1.756
H -2.455 2.093 0.591
```

(14)
C4H6N2S2 | wB97M-V/def2-TZVPD

Its charge is 0. For the LUMO energy, the calculation gives -0.562 eV. The orbital gap is 8.00 eV. As for the total energy: -28890.392 eV.

```
14
C4H6N2S2, DFT wB97M-V/def2-TZVPD
C 0.224 -2.208 -1.942
N 0.273 -0.841 -1.708
N 0.297 -0.616 -0.307
C 1.345 -1.079 0.513
S 1.588 -0.611 2.046
C -0.728 0.133 0.422
C -0.537 1.570 -0.109
S -2.032 2.163 -0.592
H 0.344 -2.312 -3.122
H 0.146 -3.111 -1.024
H 2.180 -1.343 -0.065
H -0.388 0.224 1.421
H -1.566 -0.357 0.207
H 0.577 1.781 0.113
```